(1)
The following is a quantum chemistry calculation of a cluster of 2 separate species, C3H11N2OS in total in a non-equilibrium geometry, from the Open Molecules 2025 dataset.

- M: 123.20 g/mol
- E_LUMO: 3.9 eV
- HOMO-LUMO gap: 6.5674 eV
- Net charge: -1
- Relative energy (zero: lowest compared OMol25 entry of this formula, charge and spin): 38.0 kcal per mole
- HOMO: -2.63 eV

Geometry as XYZ:
```
18
Properties=species:S:1:pos:R:3:forces:R:3:nbo_charge:R:1
C -1.278263 0.151350 0.186016 -0.973 0.251 2.310 -0.214
C -1.909806 -0.376206 -1.054059 1.353 -0.893 -1.546 -0.530
S -1.050818 0.433822 -2.466696 -0.217 -0.217 -0.396 -0.758
N 0.098544 -0.335347 0.463090 1.023 0.474 -0.942 -0.693
C 1.022600 0.761969 0.936654 -2.461 0.400 -1.599 -0.076
N 1.284364 0.657852 2.332901 1.295 1.864 0.504 -0.864
H -2.003602 -0.195239 0.992728 0.979 0.194 -0.048 0.139
H -1.354224 1.303486 0.264772 0.286 -1.702 -0.574 0.173
H -1.819564 -1.506853 -1.148475 0.206 1.138 0.392 0.181
H -2.974042 -0.226038 -1.023796 -0.555 0.509 -0.098 0.182
H 0.492415 -0.882201 -0.356358 -1.174 1.126 1.520 0.395
H 1.806251 1.083389 0.215212 0.629 -1.435 0.699 0.171
H 0.455644 1.659355 0.794941 -0.680 0.770 0.164 0.172
H 1.256942 -0.288131 2.535385 -0.095 -1.995 0.953 0.362
H 0.696625 1.201704 2.975716 0.162 -0.543 -0.915 0.356
H 1.642762 -0.591421 -1.456023 -0.593 2.499 0.988 0.471
H 1.745449 -1.382302 -2.573805 -0.109 -0.803 -0.053 0.477
O 1.888716 -1.469181 -1.618196 0.925 -1.636 -1.358 -0.944
```
Forces are in eV/Å.



(2)
The following is a quantum chemistry calculation of a cluster of 2 separate species, CH4Cl2Si in total in a non-equilibrium geometry, from the Open Molecules 2025 dataset.

- M: 115.03 g/mol
- E_LUMO (alpha / beta): -1.6 / 0.0 eV
- HOMO-LUMO gap (alpha / beta): 7.4841 / 8.5543 eV
- Relative energy (zero: lowest compared OMol25 entry of this formula, charge and spin): 102.4 kcal per mole
- HOMO (alpha / beta): -9.05 / -8.57 eV

Geometry as XYZ:
```
8
Properties=species:S:1:pos:R:3:forces:R:3:nbo_charge:R:1
C 1.191201 0.833270 1.782716 -0.213 3.143 1.520 -0.494
Si -1.135179 -0.608081 -1.376288 -1.036 0.314 -0.061 0.926
Cl -0.820907 -2.592145 -0.906682 -0.230 0.172 -0.035 -0.381
Cl -0.145534 -0.194247 -3.092293 0.558 0.120 -0.477 -0.386
H 1.035809 1.774091 2.358376 0.072 -0.879 -0.392 0.157
H 0.581542 0.046735 2.063891 -0.697 -1.701 0.017 0.168
H 1.865337 0.967368 0.998253 0.794 -0.609 -1.211 0.170
H -2.572270 -0.226989 -1.827973 0.752 -0.560 0.639 -0.161
```
Forces are in eV/Å.



(3)
The following is a quantum chemistry calculation of an isolated molecule of C6H13N in a non-equilibrium geometry, from the Open Molecules 2025 dataset.

- SMILES string: C[C@@H]1CCCN1C
- M: 99.18 g/mol
- E_LUMO: 1.1 eV
- HOMO-LUMO gap: 9.0741 eV
- Relative energy (zero: lowest compared OMol25 entry of this formula, charge and spin): 58.3 kcal per mole
- HOMO: -8.00 eV

Geometry as XYZ:
```
20
Properties=species:S:1:pos:R:3:forces:R:3:nbo_charge:R:1
C 0.134586 1.449944 -1.568304 0.156 -0.705 0.402 -0.622
C -0.214287 -0.011037 -1.087557 0.929 4.578 5.912 -0.059
C -1.436020 -0.060093 -0.157586 -2.781 1.468 1.556 -0.424
C -0.982146 0.342896 1.391489 -0.332 -1.697 -1.387 -0.439
C 0.513208 0.320130 1.317118 1.812 0.725 1.032 -0.225
N 0.840419 -0.256425 0.029069 1.178 -2.471 -2.332 -0.457
C 1.234976 -1.739014 -0.055101 -0.992 1.123 4.118 -0.417
H 0.540226 2.065916 -0.670219 -1.075 -0.913 -1.755 0.225
H 0.878618 1.418735 -2.347347 1.061 -0.295 0.163 0.213
H -0.641212 1.898001 -2.180058 -0.799 0.439 0.742 0.206
H -0.207780 -0.783447 -1.747684 0.272 -1.861 -2.133 0.202
H -2.202630 0.781057 -0.247534 0.715 -1.190 -1.018 0.210
H -2.020395 -1.039706 -0.264588 0.973 1.291 0.542 0.215
H -1.092636 -0.513364 2.026852 -1.513 -0.296 0.561 0.213
H -1.427570 1.273807 1.791391 0.115 -0.711 -0.336 0.209
H 0.872177 1.365079 1.575525 0.203 -0.713 -1.332 0.180
H 1.100744 -0.234545 2.160340 -1.383 0.352 -1.487 0.201
H 0.471358 -2.597756 -0.036585 0.299 1.567 -0.521 0.172
H 1.882730 -1.763844 -0.868523 1.139 -0.703 -1.297 0.200
H 1.755640 -1.916328 0.939298 0.023 0.013 -1.431 0.195
```
Forces are in eV/Å.



(4)
The following is a quantum chemistry calculation of a structure of composition C6H10O in a non-equilibrium geometry, from the Open Molecules 2025 dataset.

- M: 98.14 g/mol
- E_LUMO (alpha / beta): 0.5 / 0.5 eV
- HOMO-LUMO gap (alpha / beta): 8.5649 / 8.5659 eV
- Relative energy (zero: lowest compared OMol25 entry of this formula, charge and spin): 84.6 kcal per mole
- HOMO (alpha / beta): -8.05 / -8.05 eV

Geometry as XYZ:
```
17
Properties=species:S:1:pos:R:3:forces:R:3:nbo_charge:R:1
C -1.764444 -0.807302 -0.103215 0.051 -0.217 -0.117 -0.459
C -1.011255 0.071727 -1.008351 -0.121 -0.039 -0.499 -0.034
O -0.700224 1.414365 -0.714449 -0.145 0.185 0.030 -0.520
C 0.674507 1.479625 -0.386709 0.268 -0.010 0.129 -0.065
C 1.088203 0.045919 0.033258 -0.217 -0.126 0.093 -0.299
C 0.765145 -0.264243 1.490140 0.029 0.002 0.251 -0.605
C 0.138275 -0.789876 -0.832654 -0.210 -0.005 0.007 -0.102
H -0.316503 -0.323216 1.566722 0.232 0.199 0.455 0.217
H -1.514761 -1.281803 0.821598 0.135 0.715 0.468 0.207
H -2.788357 -1.013648 -0.430241 0.631 -0.886 -0.479 0.209
H -1.500938 -0.065440 -1.969844 -0.127 0.392 -0.184 0.218
H 1.248370 1.842620 -1.255458 -0.034 -0.219 0.165 0.167
H 0.791699 2.211128 0.421973 0.046 -0.201 -0.064 0.189
H 2.158604 -0.103339 -0.185115 -0.450 -0.281 -0.037 0.226
H 1.099605 0.490385 2.202755 0.247 -0.033 -0.083 0.208
H 1.177002 -1.245353 1.741032 -0.023 0.161 0.157 0.211
H 0.455076 -1.661557 -1.391434 -0.312 0.364 -0.291 0.231
```
Forces are in eV/Å.



(5)
The following is a quantum chemistry calculation of a cluster of 2 separate species, C4H12 in total in a non-equilibrium geometry, from the Open Molecules 2025 dataset.

- SMILES string: CC.CC
- M: 60.14 g/mol
- E_LUMO: 1.1 eV
- HOMO-LUMO gap: 12.5829 eV
- Relative energy (zero: lowest compared OMol25 entry of this formula, charge and spin): 14.4 kcal per mole
- HOMO: -11.47 eV

Geometry as XYZ:
```
16
Properties=species:S:1:pos:R:3:forces:R:3:nbo_charge:R:1
C -1.580252 -0.876033 1.652041 0.554 0.422 -2.389 -0.624
C -1.019129 0.429814 2.218805 -0.012 -0.026 -0.280 -0.615
H -2.321804 -1.275706 2.282274 -0.661 -0.868 0.797 0.206
H -2.055076 -0.730731 0.667812 -0.488 0.622 0.419 0.204
H -0.895672 -1.632368 1.258221 0.550 -0.072 1.095 0.210
H -1.681279 0.734739 3.019252 0.090 0.228 0.320 0.206
H -1.028996 1.245469 1.494724 0.024 -0.110 -0.111 0.206
H -0.000292 0.369566 2.597259 -0.042 -0.193 0.128 0.207
C 0.723452 0.509921 -2.337577 -0.115 -0.218 0.561 -0.616
C 1.853514 -0.062380 -1.504201 1.083 -1.620 0.309 -0.628
H 0.503136 -0.017075 -3.250392 0.346 -0.282 -0.474 0.208
H -0.203514 0.444366 -1.778507 -0.210 0.337 0.151 0.206
H 0.953007 1.540874 -2.582168 -0.268 0.198 -0.010 0.208
H 1.696988 -0.129716 -0.425783 -0.189 0.977 0.037 0.210
H 2.143012 -1.115582 -1.634102 -0.773 -0.156 -0.779 0.206
H 2.820688 0.367597 -1.727148 0.109 0.762 0.228 0.206
```
Forces are in eV/Å.



(6)
The following is a quantum chemistry calculation of an isolated molecule of C2H3NOS2 in a non-equilibrium geometry, from the Open Molecules 2025 dataset.

- SMILES string: O=C(S)/C=N/S
- M: 121.19 g/mol
- E_LUMO: -0.5 eV
- HOMO-LUMO gap: 9.1138 eV
- Relative energy (zero: lowest compared OMol25 entry of this formula, charge and spin): 39.1 kcal per mole
- HOMO: -9.65 eV

Geometry as XYZ:
```
9
Properties=species:S:1:pos:R:3:forces:R:3:nbo_charge:R:1
O 0.436254 -0.646588 -1.734767 -0.658 0.366 1.323 -0.500
C -0.068541 0.157634 -0.992169 0.158 1.482 -3.111 0.431
S -0.783996 1.734604 -1.636126 -0.145 -0.213 0.461 -0.109
C -0.131639 0.275321 0.458205 -0.029 -1.475 0.260 -0.075
N 0.437435 -0.712675 0.993924 0.455 -0.129 1.079 -0.466
S 0.634257 -0.995609 2.639955 -0.032 -1.015 -0.858 0.237
H -0.787701 1.419228 -2.921493 0.155 -0.238 -0.384 0.148
H -0.764194 1.050380 0.867553 0.205 0.323 0.472 0.193
H 1.028124 -2.282296 2.324917 -0.110 0.900 0.758 0.140
```
Forces are in eV/Å.